1.
Computed, not measured: a molecular structure, C4H9MgO4Tl, with ωB97M-V with the def2-TZVPD basis set.

Output
Lowest unoccupied orbital energy (spin up / spin down) = -0.513 / -0.492 eV
HOMO (spin up / spin down) = -7.118 / -7.131 eV
Frontier orbital gap (spin up / spin down) = 6.60 / 6.64 eV

The geometry in XYZ format:
```
19
Properties=species:S:1:pos:R:3:forces:R:3
O -1.11337 -1.82637 1.64774 0.42 0.72 1.05
Tl -3.12019 -1.32298 2.35161 0.25 -0.65 -0.20
O -2.23400 0.45196 0.82857 0.89 1.58 -0.31
C -2.20061 0.99910 -0.41875 -1.58 -0.95 -0.25
O -0.91919 0.92576 -1.04893 1.11 1.71 -1.67
C -0.31608 -0.35988 -1.28440 0.03 0.71 0.63
C 1.14274 -0.08471 -0.95796 -0.31 -1.70 0.61
O 1.28440 0.07391 0.45880 0.09 0.42 0.97
C 2.60425 0.29110 0.92863 0.20 0.16 -0.10
Mg -0.44893 -0.04918 1.51987 -1.13 -1.77 -1.09
H -2.49682 2.06304 -0.43458 0.45 -0.20 -0.15
H -2.86821 0.44593 -1.11319 -0.20 0.21 0.31
H -0.13756 -1.64717 -1.59487 0.44 0.65 -2.82
H -1.26870 -0.92158 -1.31141 -0.05 -0.92 2.79
H 1.52607 0.82484 -1.44677 -0.66 -0.09 -0.08
H 1.78650 -0.91617 -1.28205 -0.14 0.13 0.24
H 2.53717 0.41577 2.01541 0.22 -0.04 -0.27
H 3.24213 -0.56856 0.67893 -0.13 0.22 0.13
H 3.00038 1.20518 0.46334 0.08 -0.19 0.21
```
Positions in Å, forces in eV/Å.

---

2.
Computed, not measured: a molecular structure, C33H40N3O3S2Tl, with ωB97M-V with the def2-TZVPD basis set.

Output
Lowest unoccupied orbital energy (spin up / spin down) = -2.711 / -2.730 eV
HOMO (spin up / spin down) = -6.913 / -6.916 eV
Frontier orbital gap (spin up / spin down) = 4.20 / 4.19 eV

The geometry in XYZ format:
```
82
Properties=species:S:1:pos:R:3:forces:R:3
Tl 0.03250 0.23206 -0.94744 0.01 0.63 -0.27
C 3.29215 -3.85423 -0.51848 -0.04 0.11 0.05
C 3.67090 -2.63338 0.32992 0.10 -0.15 -0.01
C 4.72218 -3.00553 1.38029 -0.09 0.10 -0.02
C 4.14782 -1.49992 -0.54831 0.17 -0.07 0.15
C 5.23094 -1.69548 -1.37762 0.02 -0.10 0.05
C 5.64240 -0.71209 -2.26814 -0.04 0.09 0.00
C 4.94731 0.48868 -2.36249 0.06 -0.04 0.03
C 3.87079 0.75801 -1.54365 -0.14 0.08 -0.12
C 3.20980 2.10973 -1.60099 -0.13 0.04 0.06
C 3.88161 3.06529 -0.60712 -0.04 -0.06 0.02
C 3.17594 2.69705 -3.01175 0.02 -0.07 0.07
C 3.47392 -0.23485 -0.58274 -0.19 -0.35 0.19
N 2.43208 0.01026 0.23723 0.37 0.82 -0.61
C 2.46407 -0.12710 1.58252 0.19 -0.30 0.34
O 3.50106 -0.13282 2.23216 -0.13 0.06 -0.08
C 1.13639 -0.14248 2.29384 -0.10 -0.01 0.10
C 1.14840 -0.06959 3.67947 0.07 0.00 0.01
C -0.05592 -0.03407 4.35772 0.00 0.00 -0.08
C -1.22767 -0.05879 3.62497 -0.07 0.00 -0.01
C -1.15279 -0.13481 2.24086 0.11 -0.01 0.13
N 0.00743 -0.19521 1.58883 -0.04 -0.12 0.11
C -2.45024 -0.10629 1.47594 -0.23 -0.22 0.34
O -3.50538 0.00905 2.08222 0.11 -0.02 -0.08
N -2.37293 -0.09398 0.12336 -0.32 0.62 -0.62
C -3.39906 -0.38934 -0.70199 0.15 -0.33 0.23
C -3.74533 0.52048 -1.75763 0.14 0.10 -0.14
C -4.80011 0.19880 -2.58607 -0.07 -0.05 -0.01
C -5.52982 -0.97050 -2.40856 0.05 0.12 -0.02
C -5.18162 -1.86875 -1.40783 0.04 -0.09 0.09
C -4.11683 -1.62523 -0.56650 -0.18 -0.05 0.13
C -3.71177 -2.68655 0.43213 -0.13 -0.10 0.01
C -3.35786 -3.99757 -0.28088 0.04 0.12 0.05
C -4.81123 -2.90614 1.47688 0.11 0.08 -0.04
C -3.04286 1.84299 -1.95171 0.08 0.03 0.04
C -2.37020 1.91546 -3.32921 -0.05 -0.01 0.04
C -4.01214 3.01698 -1.77985 0.02 -0.07 0.08
H 2.88238 -4.63320 0.12577 0.01 -0.03 -0.03
H 4.16352 -4.26168 -1.03296 -0.01 -0.02 -0.01
H 2.54186 -3.59528 -1.26745 0.01 -0.03 -0.02
H 2.77051 -2.31578 0.85296 -0.02 -0.03 -0.01
H 5.65666 -3.30881 0.90512 0.01 -0.03 0.02
H 4.36055 -3.83752 1.98649 0.02 -0.01 0.00
H 4.91732 -2.15588 2.03305 0.05 -0.02 0.00
H 5.76616 -2.63627 -1.34483 -0.02 -0.01 0.00
H 6.50648 -0.88105 -2.89785 -0.02 -0.03 -0.03
H 5.26417 1.22911 -3.08435 0.02 0.01 0.05
H 2.18269 2.01478 -1.25334 -0.18 -0.08 0.03
H 4.94052 3.19341 -0.84433 0.00 0.01 -0.01
H 3.79248 2.68006 0.40989 0.04 0.04 0.01
H 3.38788 4.03661 -0.65137 -0.01 0.01 0.02
H 4.15040 3.09487 -3.30411 -0.01 -0.02 -0.05
H 2.45707 3.51311 -3.04154 -0.02 0.06 0.03
H 2.86856 1.94380 -3.74116 0.01 0.07 -0.02
H 2.10164 -0.02317 4.18529 0.00 -0.01 -0.01
H -0.08064 0.03265 5.43674 0.00 0.00 0.01
H -2.20376 -0.00018 4.08360 0.01 -0.01 0.01
H -5.07428 0.88086 -3.38057 -0.02 0.02 0.04
H -6.37068 -1.18219 -3.05645 0.01 -0.03 -0.01
H -5.74906 -2.78412 -1.29672 0.02 -0.01 -0.02
H -2.81539 -2.35657 0.95346 0.04 0.00 0.01
H -4.22292 -4.41002 -0.80160 0.01 -0.03 -0.01
H -3.01846 -4.73202 0.45057 -0.01 -0.03 -0.02
H -2.55997 -3.84172 -1.00889 -0.02 -0.04 -0.02
H -5.74598 -3.20738 1.00114 -0.01 -0.03 0.02
H -4.98177 -1.98770 2.03644 -0.05 -0.02 0.01
H -4.51207 -3.69182 2.17243 -0.02 -0.01 0.00
H -2.29331 1.95537 -1.16872 0.15 -0.02 -0.03
H -3.12232 2.05083 -4.11049 0.01 -0.05 -0.03
H -1.80709 1.00861 -3.55900 0.04 0.02 0.01
H -1.69041 2.76747 -3.36072 -0.01 -0.03 0.03
H -4.78392 3.01087 -2.55315 -0.01 0.01 0.02
H -3.45565 3.95076 -1.85497 0.01 0.03 0.01
H -4.49550 2.97692 -0.80256 -0.02 0.05 -0.02
C -0.05368 6.58659 0.50034 0.02 0.12 -0.04
O -0.08249 5.24208 0.97401 0.02 -0.03 0.21
C -0.12002 4.25066 0.08731 -0.03 -0.25 -0.88
S -0.16256 4.50965 -1.56838 0.07 0.23 -0.03
S -0.12583 2.69353 0.76251 0.06 -0.39 0.53
H 0.00810 7.21346 1.38659 -0.02 -0.09 0.05
H -0.95606 6.81558 -0.06483 0.02 -0.02 -0.03
H 0.81505 6.74968 -0.13635 -0.03 -0.02 -0.03
```
Positions in Å, forces in eV/Å.

---

3.
Computed, not measured: 2 unconnected molecules or ions with the total composition C8H16O4, with ωB97M-V with the def2-TZVPD basis set.

Output
Lowest unoccupied orbital energy = 0.713 eV
HOMO = -9.502 eV
Frontier orbital gap = 10.22 eV
SMILES = O=C1CCCO1.COCCOC

The geometry in XYZ format:
```
28
Properties=species:S:1:pos:R:3:forces:R:3
O 0.83021 0.04413 -4.80980 -0.51 -0.35 0.83
C 1.77114 -0.47825 -4.27106 -2.42 -0.49 1.23
C 1.90128 -1.36018 -2.99583 -1.27 0.69 0.62
C 3.33469 -1.87514 -2.97065 -1.74 -1.40 -0.45
C 3.98162 -0.92137 -3.90889 0.88 1.12 -0.74
O 2.91938 -0.41182 -4.82455 4.70 -0.30 -0.21
H 1.72024 -0.82752 -2.06224 -0.07 0.76 -0.26
H 1.08289 -2.07846 -2.94659 0.27 -0.35 -0.46
H 3.66300 -1.96004 -1.93475 0.55 0.28 -0.34
H 3.30290 -2.87173 -3.41099 0.37 -0.15 0.08
H 4.43425 -0.09775 -3.35674 -0.38 0.46 -0.13
H 4.80072 -1.29774 -4.52169 -0.38 -0.27 -0.16
C -2.44871 -0.86230 1.51928 1.38 0.48 -1.08
O -1.11944 -0.79943 2.05909 -0.46 0.33 2.21
C -1.07650 -0.14919 3.36015 0.47 1.54 -1.46
C -1.47479 1.39994 3.29242 -0.97 -1.23 -0.04
O -2.87730 1.55871 2.99614 0.75 -0.18 0.62
C -3.14208 2.89616 2.61651 -0.15 -0.69 0.46
H -3.27467 -1.13213 2.17737 0.34 -0.12 0.35
H -2.29570 -1.58362 0.71655 -0.64 -0.01 -0.08
H -2.60310 0.13652 1.11109 -0.71 -0.25 -0.23
H -0.02706 -0.15236 3.65473 0.12 -0.06 -0.10
H -1.58939 -0.74413 4.11586 -0.57 0.30 -0.06
H -0.92572 1.97990 2.55061 0.42 -0.59 -0.55
H -1.23818 1.94286 4.20749 -0.04 -0.35 0.60
H -4.22612 2.98068 2.54021 0.13 0.08 -0.47
H -2.58801 3.07610 1.69525 -0.30 0.52 -0.22
H -2.83544 3.58806 3.40095 0.25 0.22 0.04
```
Positions in Å, forces in eV/Å.

---

4.
Computed, not measured: a molecular structure, C39H39CrGeIO2P2, with ωB97M-V with the def2-TZVPD basis set.

Output
Lowest unoccupied orbital energy (spin up / spin down) = -2.516 / -2.171 eV
HOMO (spin up / spin down) = -10.238 / -10.320 eV
Charge = +1
Frontier orbital gap (spin up / spin down) = 7.72 / 8.15 eV
Spin multiplicity = 4
Expectation value of S² = 3.86

The geometry in XYZ format:
```
85
Properties=species:S:1:pos:R:3:forces:R:3
Cr -1.56213 -0.92502 -0.27211 0.82 0.45 -0.16
I -3.35913 -2.04610 1.44625 -0.31 0.48 0.16
C -4.10775 -0.08782 1.84507 0.14 -0.51 0.01
C -5.09803 0.05920 2.76799 0.08 -0.18 -0.04
C -5.61098 1.34838 3.00828 -0.03 0.16 -0.02
C -5.11493 2.41981 2.32271 -0.06 -0.02 0.07
C -4.08607 2.26624 1.36376 0.07 -0.18 -0.04
C -3.58424 3.37509 0.64379 0.08 0.07 -0.07
C -2.60476 3.20234 -0.29128 -0.08 0.11 0.08
C -2.07591 1.91988 -0.53120 0.06 -0.14 0.01
C -2.50647 0.80540 0.14394 0.08 -0.03 0.02
C -3.54634 0.97157 1.10056 -0.05 0.23 0.06
H -5.49088 -0.79157 3.30806 -0.01 0.01 -0.01
H -6.40589 1.47370 3.73083 0.02 0.01 0.01
H -5.50927 3.41361 2.49722 -0.02 -0.01 0.01
H -3.99702 4.35708 0.84255 -0.01 -0.01 -0.01
H -2.22601 4.04702 -0.85432 -0.02 0.01 0.03
H -1.29722 1.81940 -1.27188 0.02 0.00 -0.05
O 0.13807 -0.31557 -1.34099 -0.81 -0.19 0.13
P 1.57926 0.10184 -1.24640 0.69 0.02 0.06
C 2.34358 -0.48386 0.31582 -0.50 0.26 -0.01
P 1.21707 -0.39255 1.76628 0.50 -0.01 0.17
O -0.10682 -1.00616 1.42364 -0.69 -0.02 -0.54
C 2.04406 -1.30768 3.07991 -0.07 0.17 -0.20
C 2.64292 -2.53693 2.81140 -0.02 -0.01 0.01
C 3.19515 -3.27676 3.84345 0.01 -0.04 -0.05
C 3.14638 -2.79514 5.14467 0.00 0.03 0.01
C 2.54183 -1.57644 5.41725 0.01 -0.01 0.03
C 1.99106 -0.83030 4.38733 0.00 0.01 -0.02
C 1.11893 1.31576 2.31615 -0.01 -0.24 -0.01
C 2.28021 2.02697 2.61667 0.03 -0.03 -0.07
C 2.19059 3.32017 3.09771 0.10 0.01 -0.02
C 0.94296 3.90054 3.29199 -0.07 0.01 0.02
C -0.21346 3.18201 3.02890 0.02 0.08 0.02
C -0.12856 1.88362 2.54741 -0.03 -0.04 -0.10
C 1.79870 1.88000 -1.43284 -0.07 -0.25 -0.01
C 2.82612 2.59800 -0.83173 -0.01 -0.06 0.06
C 2.95752 3.95489 -1.08027 0.06 0.05 0.04
C 2.07238 4.59601 -1.93375 0.01 0.00 0.00
C 1.07083 3.87465 -2.56962 -0.01 0.00 -0.01
C 0.94183 2.51743 -2.32998 -0.03 -0.05 -0.03
C 2.54544 -0.67910 -2.54577 -0.19 0.05 0.09
C 1.87741 -1.42959 -3.50574 -0.07 0.05 0.05
C 2.59583 -2.05783 -4.51144 0.06 -0.01 -0.03
C 3.97586 -1.92693 -4.55848 -0.04 -0.01 -0.01
C 4.64186 -1.16162 -3.60851 0.07 0.04 0.03
C 3.93034 -0.53476 -2.60074 -0.03 0.02 0.03
H 3.30036 -0.00168 0.51767 0.00 0.01 0.00
H 2.52951 -1.54642 0.14464 0.06 -0.01 -0.01
H 2.66887 -2.92678 1.80088 0.02 -0.04 0.03
H 3.66100 -4.22978 3.63145 0.00 0.00 0.02
H 3.58355 -3.37261 5.94842 -0.01 0.00 0.00
H 2.49850 -1.20526 6.43239 0.01 -0.01 0.00
H 1.51911 0.12216 4.59555 0.03 -0.03 0.05
H 3.25117 1.55688 2.50193 0.03 0.05 -0.02
H 3.09084 3.87352 3.33207 -0.02 -0.01 0.00
H 0.87457 4.91284 3.66903 0.00 -0.01 -0.01
H -1.18194 3.63047 3.20427 -0.02 -0.02 -0.02
H -1.02183 1.30627 2.35550 -0.07 0.01 -0.05
H 3.53592 2.10780 -0.17885 -0.01 0.02 0.09
H 3.75531 4.51191 -0.60654 -0.02 0.00 0.00
H 2.17533 5.65730 -2.11777 0.00 -0.01 0.00
H 0.39707 4.36752 -3.25796 0.01 -0.01 0.00
H 0.18756 1.93918 -2.85023 -0.05 0.05 0.02
H 0.80051 -1.51149 -3.45395 0.02 -0.04 -0.02
H 2.07968 -2.64986 -5.25551 0.00 0.01 0.00
H 4.53868 -2.41895 -5.34062 0.00 0.01 0.00
H 5.71714 -1.05263 -3.65677 -0.01 -0.01 0.00
H 4.44862 0.07259 -1.86642 0.04 -0.02 -0.02
C -3.75821 -3.37143 -4.12150 0.13 -0.01 0.20
Ge -2.63345 -3.16644 -2.51324 -0.01 -0.11 -0.23
C -3.22855 -4.47426 -1.15681 0.01 0.20 -0.09
C -0.77891 -3.70132 -2.95253 -0.22 0.03 0.04
C -2.69594 -1.28105 -1.92492 0.19 -0.38 0.15
H -3.72507 -4.39712 -4.49069 0.01 0.00 0.02
H -3.41652 -2.70809 -4.91645 0.02 0.01 0.02
H -4.79527 -3.12297 -3.89437 0.01 0.00 0.02
H -3.26519 -5.45824 -1.62602 0.02 -0.01 0.01
H -4.22041 -4.25091 -0.76409 0.00 0.01 -0.03
H -2.52739 -4.53144 -0.32036 0.01 -0.03 -0.01
H -0.72017 -4.78740 -3.03516 -0.01 0.00 0.01
H -0.07993 -3.38225 -2.17580 0.03 -0.01 -0.02
H -0.45912 -3.28006 -3.90613 -0.01 0.02 0.02
H -3.74989 -1.02567 -1.78351 0.01 0.02 0.10
H -2.32982 -0.67321 -2.76012 0.08 0.04 0.06
```
Positions in Å, forces in eV/Å.

---

5.
Computed, not measured: a molecular structure, C22H51BN4NiO2Si2, with ωB97M-V with the def2-TZVPD basis set.

Output
Lowest unoccupied orbital energy (spin up / spin down) = 0.555 / 0.445 eV
HOMO (spin up / spin down) = -2.040 / -7.682 eV
Frontier orbital gap (spin up / spin down) = 2.60 / 8.13 eV
Spin multiplicity = 3
Expectation value of S² = 2.01

The geometry in XYZ format:
```
83
Properties=species:S:1:pos:R:3:forces:R:3
O -1.31356 -2.76374 -1.33015 1.18 -1.12 1.37
O -2.84659 -1.55664 -2.53028 -0.94 1.08 -0.83
C -0.14839 -3.46619 -1.89500 -0.21 -0.23 0.22
C 1.11802 -3.27039 -1.10070 0.13 0.12 0.32
H -0.03895 -3.07521 -2.91236 -0.15 0.01 0.03
H -0.41793 -4.52858 -1.94369 0.02 0.19 -0.08
H 1.40865 -2.21838 -1.01346 -0.22 -0.14 -0.01
H 1.93581 -3.78018 -1.61910 -0.12 -0.02 -0.10
H 1.05852 -3.71217 -0.10210 -0.02 0.12 -0.07
C -1.69725 -3.05617 0.06317 0.58 0.23 -0.25
C -3.18069 -3.24802 0.21027 -0.44 -0.21 -0.04
H -1.34585 -2.20193 0.65280 0.04 -0.19 0.03
H -1.14599 -3.95322 0.36164 -0.11 0.19 -0.06
H -3.75152 -2.35748 -0.06759 0.16 -0.31 0.01
H -3.40549 -3.46428 1.26055 0.13 0.09 -0.09
H -3.53785 -4.10510 -0.36990 0.07 0.17 -0.03
C -2.87622 -0.15653 -2.09669 0.12 -0.06 -0.34
C -2.80819 -1.83142 -3.98114 -0.07 0.00 0.07
C -3.86694 0.00259 -0.97882 -0.26 0.08 0.45
H -3.14756 0.45893 -2.96146 0.11 -0.26 0.13
H -1.86120 0.11539 -1.77555 -0.13 -0.03 -0.16
H -4.78183 -0.57462 -1.14781 0.16 0.11 -0.13
H -4.14484 1.05356 -0.88207 0.06 -0.02 0.00
H -3.43752 -0.29970 -0.02130 -0.06 0.06 -0.03
C -3.85360 -2.85999 -4.31624 -0.30 0.03 0.15
H -1.79672 -2.18940 -4.20867 0.01 0.16 -0.07
H -2.97735 -0.88364 -4.50103 0.12 -0.16 0.11
H -3.72195 -3.77245 -3.72668 0.03 0.10 -0.10
H -3.77017 -3.11662 -5.37397 0.04 -0.01 0.01
H -4.85758 -2.46280 -4.13691 0.11 -0.11 -0.01
H -2.06636 -2.17769 -1.95533 -0.08 0.14 -0.31
Ni 0.88000 1.27766 1.30549 -0.71 0.37 2.55
C 1.59087 1.14849 -0.38353 0.91 -0.06 -3.67
Si 1.73837 1.39516 -2.29833 -0.19 -0.35 0.12
H 0.46398 1.39868 -0.30179 0.50 -0.25 -0.39
H 1.77317 0.06303 -0.24144 -0.07 0.33 -0.05
C 1.73794 -0.27254 -3.14785 0.33 0.06 0.10
C 3.28101 2.36319 -2.67336 0.23 0.12 -0.11
C 0.24038 2.29412 -2.98122 -0.03 0.26 -0.05
C 2.55918 2.06709 0.42373 1.46 0.40 0.02
Si 3.17813 2.16224 2.31569 0.10 0.45 0.45
H 2.48027 3.12190 0.11226 -0.18 -0.34 0.14
H 3.58262 1.78703 0.11116 -0.26 -0.09 -0.10
C 4.62499 3.38084 2.16328 -0.02 -0.01 -0.38
C 3.95925 0.60660 3.00824 0.05 -0.29 -0.03
C 2.13440 2.91959 3.67768 -0.16 0.10 0.04
H 0.58248 2.94461 -3.79952 -0.20 -0.07 0.15
H -0.26530 2.92211 -2.23775 0.03 0.01 -0.17
H -0.48471 1.58522 -3.40592 0.16 0.18 0.16
H 2.33978 -1.02060 -2.62091 0.01 0.06 -0.17
H 2.14913 -0.15653 -4.15920 -0.10 -0.11 0.10
H 0.71715 -0.66467 -3.25505 0.11 0.01 0.01
H 4.18275 1.81497 -2.37605 -0.09 0.12 -0.04
H 3.28672 3.33987 -2.17426 0.03 -0.14 -0.09
H 3.33369 2.53753 -3.75539 0.04 -0.02 0.17
H 4.04484 -0.20592 2.27791 0.05 0.04 0.17
H 3.39036 0.24379 3.87380 0.07 -0.04 -0.27
H 4.97063 0.86756 3.35469 -0.25 -0.13 -0.10
H 1.81743 2.15663 4.39842 -0.06 0.20 -0.22
H 1.24371 3.44088 3.30846 0.10 -0.05 0.18
H 2.77630 3.64281 4.20307 -0.28 -0.14 -0.07
H 4.68267 3.97285 3.08720 0.05 -0.15 -0.27
H 4.50200 4.07125 1.31896 0.13 -0.02 0.17
H 5.57618 2.84466 2.04173 -0.18 0.18 -0.08
B -0.94881 0.90073 4.08110 -0.05 0.18 0.41
N -0.07118 -0.29060 3.58698 1.33 -0.61 -1.31
C 0.11098 -1.49698 4.15909 0.02 0.22 -0.55
C 0.97382 -2.24930 3.36518 0.06 -0.05 -0.02
C 1.32587 -1.43044 2.29084 -1.09 1.27 0.98
N 0.70783 -0.21728 2.42510 0.00 -2.60 2.26
N -1.58904 1.58113 2.82410 0.34 0.62 -1.86
C -2.81810 2.11855 2.70038 0.54 -0.14 -0.38
C -2.94164 2.68210 1.43048 0.00 0.05 0.04
C -1.72037 2.46900 0.78814 0.31 -0.73 1.74
N -0.87570 1.80409 1.63386 -3.21 1.10 0.95
H -0.29470 1.69924 4.72259 -0.02 -0.11 -0.30
H -1.83456 0.46773 4.79888 0.10 -0.01 -0.33
H -0.38170 -1.76588 5.08898 0.04 0.18 -0.32
H 1.31384 -3.25720 3.53719 -0.05 0.02 0.08
H 1.99460 -1.63867 1.46431 -0.15 0.16 0.10
H -3.53369 2.07658 3.51669 0.27 -0.07 -0.22
H -3.80118 3.18809 1.02420 -0.03 -0.01 0.06
H -1.40951 2.76108 -0.20870 0.03 -0.12 0.22
```
Positions in Å, forces in eV/Å.

---

For each record above, in turn, the calculated energy relative to the best compared isomer or geometry (same formula, charge and spin) values are 6.552 0.641 2.661 0.429 4.291 eV.